No. 1
This record from the Open Molecules 2025 dataset describes a structure of composition C29H34ClFN5O5V at a distorted geometry. The level of theory is wB97M-V/def2-TZVPD.

The geometry in XYZ format:
```
76
Properties=species:S:1:pos:R:3
V -0.839 2.019 -2.375
C 5.208 -1.051 1.214
C 4.613 0.317 1.532
N 3.267 0.505 0.952
C 3.150 1.189 -0.175
C 1.952 1.411 -0.822
C 1.982 2.146 -2.111
O 2.958 2.424 -2.727
O 0.716 2.387 -2.539
C 0.748 0.886 -0.280
O -0.409 0.913 -0.861
C 0.875 0.201 0.979
C -0.273 -0.237 1.657
C -0.159 -0.939 2.817
F -1.282 -1.208 3.494
C 1.098 -1.328 3.353
C 2.224 -0.799 2.726
C 2.138 -0.031 1.562
N 1.216 -2.195 4.431
C 0.118 -3.062 4.855
C 0.667 -4.367 5.418
N 1.587 -4.078 6.562
C 2.721 -3.223 6.093
C 2.165 -1.932 5.506
H 6.198 -1.115 1.663
H 5.322 -1.183 0.138
H 4.604 -1.875 1.591
H 5.258 1.087 1.116
H 4.556 0.500 2.604
H 4.055 1.589 -0.616
H -1.252 0.023 1.279
H 3.194 -1.009 3.146
H -0.504 -3.327 4.007
H -0.521 -2.573 5.602
H 1.243 -4.896 4.659
H -0.147 -5.006 5.753
H 1.935 -4.946 6.974
H 1.069 -3.587 7.296
H 3.274 -3.789 5.345
H 3.382 -3.003 6.930
H 3.000 -1.339 5.145
H 1.676 -1.354 6.303
Cl -8.055 4.236 0.631
C -6.503 3.802 0.079
C -5.435 4.683 0.267
C -4.181 4.337 -0.178
C -3.995 3.117 -0.845
C -5.072 2.236 -1.029
C -6.319 2.571 -0.557
C -2.701 2.787 -1.377
O -1.628 3.382 -1.086
O -2.563 1.806 -2.258
H -5.605 5.633 0.755
H -3.338 5.003 -0.048
H -4.910 1.295 -1.537
H -7.160 1.903 -0.679
C -2.198 0.418 -4.575
C -2.091 -0.449 -5.870
N -0.704 -0.793 -6.094
C 0.078 0.389 -6.382
C -0.079 1.401 -5.197
N -0.821 0.732 -4.087
C -0.148 -0.543 -3.716
C -0.158 -1.500 -4.958
H -2.727 -0.113 -3.787
H -2.724 1.352 -4.774
H -2.467 0.100 -6.732
H -2.681 -1.358 -5.761
H -0.255 0.839 -7.315
H 1.122 0.102 -6.496
H -0.650 2.278 -5.510
H 0.900 1.727 -4.852
H -0.687 -0.986 -2.878
H 0.876 -0.323 -3.406
H -0.763 -2.383 -4.755
H 0.856 -1.824 -5.188
```

## Properties
Multiplicity ... 2
LUMO energy (spin up / spin down) ... -9.26 / -8.79 eV
Charge ... +3
Strongest force on any atom ... 0.10063 Eh/bohr
E_HOMO (spin up / spin down) ... -15.1 / -15.1 eV
Molecular weight ... 638.02 u

Mulliken atomic charge list, values in e, 2 entries:
1. V 0.4223
2. C -1.0440

No. 2
This record from the Open Molecules 2025 dataset describes a structure of composition C29H34ClI2N4O2PbS2. The level of theory is wB97M-V/def2-TZVPD.

The geometry in XYZ format:
```
75
Properties=species:S:1:pos:R:3
Pb 1.245 -0.157 -0.347
Cl -3.134 1.460 -6.375
C -1.879 1.218 -5.200
C -0.850 2.164 -5.079
C 0.144 1.998 -4.152
C 0.156 0.890 -3.269
O 1.118 0.776 -2.407
C -0.881 -0.064 -3.414
C -0.978 -1.259 -2.636
N -0.353 -1.569 -1.545
C -0.614 -2.848 -0.981
C -1.797 -3.527 -1.108
C -1.963 -4.822 -0.569
C -0.950 -5.430 0.109
C 0.268 -4.737 0.313
C 1.341 -5.281 1.059
C 2.467 -4.543 1.269
C 2.520 -3.238 0.739
N 1.554 -2.712 0.029
C 0.429 -3.441 -0.212
C -1.877 0.112 -4.401
H -0.845 3.023 -5.738
H 0.949 2.716 -4.065
H -1.660 -2.002 -3.053
H -2.636 -3.073 -1.619
H -2.909 -5.328 -0.705
H -1.065 -6.427 0.515
H 1.246 -6.281 1.464
H 3.301 -4.926 1.839
H 3.386 -2.609 0.917
H -2.659 -0.630 -4.508
I 4.165 -0.769 -1.989
C 5.637 -0.396 -0.522
I 4.872 0.201 1.352
H 6.268 0.397 -0.903
H 6.196 -1.311 -0.378
N -2.831 -1.542 6.282
C -2.812 -0.422 5.542
S -3.677 0.913 5.924
C -1.951 -0.492 4.308
C -1.529 -1.693 3.747
C -0.768 -1.670 2.590
N -0.408 -0.545 1.975
C -0.797 0.607 2.527
C -1.565 0.681 3.673
H -3.383 -1.542 7.124
H -2.197 -2.305 6.129
H -1.804 -2.655 4.156
H -0.447 -2.600 2.133
H -0.493 1.512 2.017
H -1.871 1.636 4.077
C -3.316 1.038 0.139
S -1.736 1.563 -0.537
C -2.207 3.061 -1.410
H -3.671 1.722 0.910
H -3.174 0.053 0.583
H -4.060 0.961 -0.653
H -2.949 2.840 -2.176
H -1.311 3.446 -1.894
H -2.592 3.813 -0.722
C 0.536 4.109 1.273
C 1.864 3.379 1.348
O 2.255 2.758 0.131
C 2.489 3.691 -0.924
C 3.486 3.109 -1.897
H 0.244 4.443 2.270
H -0.250 3.461 0.880
H 0.599 4.993 0.638
H 1.824 2.574 2.087
H 2.655 4.071 1.665
H 2.873 4.624 -0.495
H 1.544 3.922 -1.428
H 4.405 2.836 -1.375
H 3.736 3.847 -2.661
H 3.077 2.228 -2.387
```

## Properties
LUMO energy ... -3.08 eV
Charge ... +1
Strongest force on any atom ... 0.00858 Eh/bohr
E_HOMO ... -10.1 eV
Molecular weight ... 1031.21 u

Mulliken atomic charge list, values in e, 2 entries:
1. Pb 0.5722
2. Cl -0.2272

No. 3
This record from the Open Molecules 2025 dataset describes a structure of composition C29H34FeIN4O2Se. The level of theory is wB97M-V/def2-TZVPD.

The geometry in XYZ format:
```
72
Properties=species:S:1:pos:R:3
Fe 0.603 0.547 2.362
C -3.646 0.705 0.572
C -2.804 1.928 0.378
N -3.293 2.913 -0.332
C -2.556 4.028 -0.520
C -1.307 4.213 0.008
C -0.578 5.507 -0.254
O -0.275 6.229 0.935
C -0.744 3.159 0.779
C 0.550 3.375 1.387
N 1.255 2.489 2.011
C 2.514 2.883 2.538
C 3.385 3.711 1.834
C 4.608 4.071 2.372
C 4.994 3.598 3.617
C 4.153 2.751 4.325
C 2.932 2.400 3.775
I 1.688 1.106 4.860
C -1.494 1.984 0.955
O -1.074 0.929 1.610
H -4.692 0.972 0.446
H -3.484 0.265 1.554
H -3.397 -0.053 -0.177
H -3.016 4.801 -1.124
H -1.173 6.113 -0.942
H 0.384 5.327 -0.738
H -1.099 6.542 1.324
H 0.937 4.390 1.332
H 3.100 4.058 0.849
H 5.269 4.715 1.808
H 5.950 3.874 4.038
H 4.449 2.369 5.292
C 1.634 -2.453 -2.803
C 1.909 -0.982 -3.118
C 2.157 -0.099 -1.892
C 0.911 0.367 -1.150
N 0.025 -0.723 -0.746
C 0.243 -1.603 0.243
Se 1.638 -1.524 1.509
N -0.727 -2.528 0.230
C -0.820 -3.666 1.149
C 0.113 -4.800 0.742
C -0.252 -5.466 -0.583
C -1.495 -6.344 -0.496
C -1.633 -2.214 -0.777
C -2.805 -2.836 -1.193
C -3.490 -2.237 -2.232
C -3.021 -1.064 -2.843
C -1.848 -0.458 -2.440
C -1.161 -1.058 -1.389
H 1.768 -3.067 -3.694
H 0.617 -2.628 -2.449
H 2.326 -2.822 -2.043
H 1.093 -0.566 -3.719
H 2.799 -0.928 -3.746
H 2.682 0.811 -2.194
H 2.818 -0.621 -1.195
H 0.310 1.024 -1.778
H 1.187 0.930 -0.256
H -1.862 -3.982 1.153
H -0.576 -3.299 2.144
H 0.096 -5.542 1.545
H 1.132 -4.406 0.704
H 0.593 -6.077 -0.906
H -0.381 -4.703 -1.358
H -1.372 -7.112 0.270
H -1.688 -6.848 -1.443
H -2.392 -5.775 -0.244
H -3.176 -3.736 -0.726
H -4.411 -2.682 -2.581
H -3.591 -0.625 -3.650
H -1.492 0.443 -2.920
```

## Properties
Multiplicity ... 5
LUMO energy (spin up / spin down) ... -3.14 / -3.24 eV
Charge ... +1
Strongest force on any atom ... 0.00319 Eh/bohr
E_HOMO (spin up / spin down) ... -10.8 / -11.0 eV
Molecular weight ... 732.33 u

Mulliken atomic charge list, values in e, 2 entries:
1. Fe 0.3233
2. C -0.9941

No. 4
This record from the Open Molecules 2025 dataset describes a structure of composition C29H34IN5O4S4Sm at a distorted geometry. The level of theory is wB97M-V/def2-TZVPD.

The geometry in XYZ format:
```
78
Properties=species:S:1:pos:R:3
Sm 0.094 0.042 -0.165
C 4.182 -1.878 1.113
C 4.503 -0.384 1.183
S 3.087 0.746 1.281
C 2.760 0.810 3.056
C 2.126 -0.441 3.656
S 0.569 -0.857 2.834
C 0.687 -2.664 2.879
C -0.341 -3.326 1.968
S -0.206 -2.953 0.207
C 1.056 -4.103 -0.380
C 2.503 -3.865 0.062
S 3.036 -2.157 -0.246
H 3.725 -2.232 2.035
H 5.102 -2.439 0.947
H 5.045 -0.083 0.285
H 5.149 -0.175 2.037
H 2.093 1.666 3.172
H 3.694 1.041 3.569
H 1.918 -0.264 4.712
H 2.800 -1.293 3.591
H 0.517 -2.992 3.906
H 1.699 -2.943 2.592
H -1.349 -3.005 2.234
H -0.295 -4.411 2.078
H 0.975 -4.030 -1.466
H 0.754 -5.113 -0.096
H 3.156 -4.545 -0.484
H 2.627 -4.069 1.125
O -1.648 -0.663 0.930
C -2.965 -0.638 0.937
C -3.650 -0.822 2.146
C -5.026 -0.815 2.203
C -5.778 -0.623 1.043
C -5.116 -0.434 -0.150
C -3.717 -0.434 -0.233
C -3.058 -0.164 -1.515
N -1.758 -0.076 -1.774
C -1.633 0.297 -3.099
C -2.857 0.414 -3.658
N -3.747 0.121 -2.646
H -3.052 -0.954 3.041
H -5.525 -0.956 3.154
H -6.859 -0.615 1.076
H -5.715 -0.280 -1.041
H -0.672 0.461 -3.555
H -3.176 0.678 -4.650
H -4.746 0.093 -2.743
I -5.736 6.055 1.450
C -4.075 4.845 1.108
C -3.089 4.750 2.079
C -1.992 3.932 1.851
C -1.875 3.242 0.652
C -2.862 3.355 -0.322
C -3.975 4.147 -0.090
C -0.688 2.388 0.398
O -0.051 1.824 1.331
O -0.343 2.183 -0.814
H -3.174 5.303 3.005
H -1.224 3.825 2.606
H -2.749 2.823 -1.259
H -4.753 4.229 -0.838
C 2.842 -1.704 -4.223
N 2.848 -0.432 -3.497
C 3.723 0.566 -3.785
C 3.707 1.744 -3.130
C 2.734 1.896 -2.096
N 1.961 0.873 -1.742
C 1.942 -0.257 -2.471
O 1.107 -1.140 -2.213
N 2.564 3.044 -1.450
H 3.529 -1.629 -5.061
H 1.839 -1.917 -4.582
H 3.153 -2.507 -3.558
H 4.419 0.366 -4.587
H 4.389 2.539 -3.393
H 3.106 3.858 -1.676
H 1.756 3.127 -0.849
```

## Properties
Multiplicity ... 6
LUMO energy (spin up / spin down) ... -2.19 / -2.18 eV
Charge ... +1
Strongest force on any atom ... 0.04709 Eh/bohr
E_HOMO (spin up / spin down) ... -9.7 / -9.7 eV
Molecular weight ... 922.15 u

Mulliken atomic charge list, values in e, 2 entries:
1. Sm -0.6317
2. C -0.7638

No. 5
This record from the Open Molecules 2025 dataset describes a structure of composition C29H34IrNO2P2 at a distorted geometry. The level of theory is wB97M-V/def2-TZVPD.

The geometry in XYZ format:
```
69
Properties=species:S:1:pos:R:3
Ir 0.000 0.000 0.000
C 2.532 1.215 0.668
O 1.985 0.088 0.000
C 2.672 -1.112 0.343
C 1.883 -2.198 -0.344
O 0.529 -1.915 0.000
C -0.373 -2.784 -0.668
H 3.586 1.344 0.402
H 2.428 1.106 1.752
H 1.981 2.105 0.353
H 2.643 -1.248 1.430
H 3.710 -1.086 -0.004
H 2.180 -3.193 0.002
H 2.002 -2.127 -1.431
H -0.170 -3.826 -0.402
H -0.302 -2.650 -1.752
H -1.390 -2.534 -0.352
C -4.259 -0.007 0.166
N -2.870 0.000 -0.315
P -1.932 1.440 0.000
C -1.256 1.843 -1.661
C -0.490 3.017 -1.791
C 0.046 3.402 -3.023
C -0.166 2.614 -4.149
C -0.911 1.444 -4.042
C -1.450 1.062 -2.809
C -3.197 2.752 0.175
C -3.412 3.296 1.453
C -4.350 4.312 1.654
C -5.090 4.800 0.580
C -4.892 4.272 -0.694
C -3.952 3.257 -0.895
P -1.906 -1.421 0.000
C -2.220 -1.662 1.791
C -1.286 -1.141 2.703
C -1.478 -1.258 4.083
C -2.608 -1.903 4.576
C -3.542 -2.435 3.692
C -3.348 -2.317 2.312
C -2.780 -2.782 -0.834
C -2.551 -4.106 -0.411
C -3.169 -5.189 -1.042
C -4.013 -4.972 -2.125
C -4.228 -3.675 -2.583
C -3.608 -2.592 -1.950
H -4.871 0.704 -0.399
H -4.345 0.234 1.232
H -4.759 -0.968 0.007
H -0.312 3.656 -0.927
H 0.627 4.318 -3.098
H 0.250 2.911 -5.109
H -1.077 0.823 -4.919
H -2.030 0.146 -2.769
H -2.848 2.930 2.309
H -4.501 4.720 2.649
H -5.819 5.590 0.734
H -5.468 4.649 -1.535
H -3.825 2.860 -1.899
H -0.396 -0.625 2.344
H -0.746 -0.839 4.769
H -2.762 -1.989 5.648
H -4.428 -2.936 4.072
H -4.106 -2.730 1.650
H -1.882 -4.310 0.423
H -2.982 -6.200 -0.688
H -4.492 -5.813 -2.619
H -4.874 -3.502 -3.440
H -3.784 -1.594 -2.344
H 0.533 1.640 0.000
```

## Properties
Multiplicity ... 5
LUMO energy (spin up / spin down) ... -5.07 / -8.40 eV
Charge ... +2
Strongest force on any atom ... 0.24819 Eh/bohr
E_HOMO (spin up / spin down) ... -12.5 / -14.2 eV
Molecular weight ... 682.76 u

Mulliken atomic charge list, values in e, 2 entries:
1. Ir 1.4833
2. C -0.8290

No. 6
This record from the Open Molecules 2025 dataset describes a cluster of 2 separate species, C29H34N3O2 in total at a distorted geometry. The level of theory is wB97M-V/def2-TZVPD.

The geometry in XYZ format:
```
68
Properties=species:S:1:pos:R:3
C -3.340 -3.844 1.677
C -3.409 -2.369 1.171
C -1.989 -1.972 1.027
C -1.123 -2.965 1.419
N 0.208 -2.915 1.505
C 1.007 -4.044 1.949
C 2.460 -3.550 1.947
C 2.418 -2.040 1.660
C 0.950 -1.673 1.373
C -1.860 -4.216 1.850
H -3.863 -3.946 2.633
H -3.808 -4.520 0.958
H -3.987 -2.297 0.238
H -3.930 -1.748 1.913
H -1.674 -0.985 0.705
H 0.707 -4.356 2.966
H 0.860 -4.918 1.292
H 2.914 -3.759 2.920
H 3.020 -4.087 1.176
H 2.753 -1.470 2.532
H 3.039 -1.769 0.802
H 0.821 -1.209 0.382
H 0.585 -0.920 2.095
H -1.635 -4.479 2.895
H -1.585 -5.083 1.233
C 6.735 0.822 0.969
O 5.875 1.695 1.734
C 4.796 2.272 1.141
C 4.073 3.190 1.937
C 2.861 3.692 1.491
C 2.311 3.227 0.292
N 1.039 3.709 -0.085
C 0.035 3.023 -0.715
C -0.128 1.579 -0.673
C -1.466 1.057 -0.944
C -1.596 -0.163 -1.520
C -2.773 -0.529 -2.289
C -2.608 -1.235 -3.501
C -3.696 -1.461 -4.336
C -4.978 -1.045 -3.948
C -5.158 -0.369 -2.734
C -4.061 -0.090 -1.913
O 0.843 0.825 -0.412
N -0.914 3.940 -1.039
C -2.067 3.765 -1.904
C -0.560 5.179 -0.526
C 0.647 5.048 0.061
C 3.057 2.385 -0.540
C 4.328 1.954 -0.156
H 7.579 0.654 1.639
H 6.233 -0.132 0.748
H 7.080 1.294 0.038
H 4.478 3.464 2.909
H 2.324 4.428 2.093
H -2.332 1.668 -0.675
H -0.737 -0.843 -1.552
H -1.597 -1.545 -3.780
H -3.545 -1.958 -5.296
H -5.833 -1.232 -4.601
H -6.153 -0.043 -2.430
H -4.189 0.470 -0.982
H -2.241 4.704 -2.445
H -1.894 2.962 -2.629
H -2.974 3.554 -1.322
H -1.216 6.026 -0.621
H 1.284 5.778 0.532
H 2.668 2.070 -1.506
H 4.932 1.341 -0.826
```

## Properties
LUMO energy ... -4.25 eV
Charge ... +1
Strongest force on any atom ... 0.07577 Eh/bohr
E_HOMO ... -8.8 eV
Molecular weight ... 456.61 u

Mulliken atomic charge list, values in e, 2 entries:
1. C -0.8859
2. C -0.7208